14
Properties=species:S:1:pos:R:3:forces:R:3 method="wB97M-V/def2-TZVPD" orbital_gap_ev=7.46 max_force_ha_per_bohr=0.01173 e_homo_ev=-6.8 relative_energy_kcal_mol=152.9 mol_weight_g_mol=88.11
O -0.3450 0.2325 -2.1048 0.29 0.36 0.23
O 0.1334 -1.2816 0.0556 -0.05 0.26 -0.03
C 0.3575 1.0799 -1.5852 -0.20 -0.25 -0.13
C -0.0655 0.2262 0.8151 0.30 0.46 -0.11
C 0.8590 1.0125 -0.1693 -0.02 -0.02 0.01
C -0.9866 -1.5020 1.1274 -0.28 -0.53 0.10
H 0.9748 2.0377 0.2100 -0.02 -0.12 -0.06
H 1.8633 0.5688 -0.1921 -0.10 0.05 -0.03
H -1.0297 0.7326 0.8400 0.12 -0.17 -0.02
H 0.6580 1.9661 -2.1780 -0.02 -0.09 0.05
H 0.3873 0.2297 1.8012 -0.10 -0.07 -0.18
H -1.8917 -1.7424 0.5556 0.10 0.03 0.09
H -0.6557 -2.4007 1.6591 -0.07 0.10 -0.06
H -0.2592 -1.1593 -0.8346 0.05 -0.01 0.13